Arrangement i

Here is a molecular structure, C39H30BrCl2CsF10N6O2S from OMol25. Energies are from ωB97M-V/def2-TZVPD.

```
! wB97M-V def2-TZVPD RIJCOSX def2/J DEFGRID3
* xyz -2 1
Cs 0.258 -0.189 -0.427
C -4.455 -0.496 -1.008
N -3.056 -0.137 -1.006
C -2.786 0.970 -0.102
C -3.030 0.646 1.370
N -2.091 -0.364 1.819
C -2.471 -1.402 2.538
C -3.723 -1.742 3.147
F -4.783 -0.884 3.074
C -3.940 -2.877 3.904
F -5.167 -3.090 4.429
C -2.943 -3.794 4.155
F -3.182 -4.941 4.839
C -1.699 -3.524 3.606
F -0.688 -4.391 3.819
C -1.483 -2.395 2.861
F -0.209 -2.182 2.439
C -2.540 0.118 -2.341
C -2.410 -1.132 -3.220
N -1.527 -2.107 -2.618
C -1.958 -3.281 -2.194
C -3.227 -3.931 -2.274
F -4.275 -3.333 -2.915
C -3.493 -5.193 -1.774
F -4.741 -5.692 -1.910
C -2.531 -5.958 -1.158
F -2.804 -7.183 -0.645
C -1.267 -5.394 -1.059
F -0.276 -6.103 -0.473
C -1.005 -4.143 -1.548
F 0.269 -3.697 -1.445
H -4.767 -0.864 -0.031
H -4.638 -1.289 -1.730
H -5.095 0.371 -1.270
H -3.379 1.867 -0.378
H -1.735 1.239 -0.215
H -4.084 0.402 1.499
H -2.877 1.590 1.917
H -1.545 0.552 -2.234
H -3.156 0.872 -2.878
H -1.954 -0.775 -4.155
H -3.403 -1.488 -3.498
C -2.680 6.592 1.262
C -1.690 5.650 0.627
C -2.017 4.928 -0.513
C -1.102 4.064 -1.102
C 0.159 3.915 -0.543
C 0.500 4.619 0.607
C -0.422 5.479 1.179
S 1.301 2.797 -1.324
O 2.128 3.606 -2.197
O 0.411 1.842 -1.979
N 2.022 2.017 -0.203
C 3.123 2.430 0.514
C 3.861 3.586 0.335
C 4.993 3.868 1.130
C 5.411 3.027 2.118
C 4.677 1.833 2.350
C 5.052 0.899 3.346
C 4.325 -0.238 3.518
C 3.202 -0.451 2.686
N 2.824 0.384 1.758
C 3.544 1.529 1.570
H -3.694 6.396 0.910
H -2.440 7.633 1.027
H -2.675 6.497 2.349
H -3.013 5.018 -0.934
H -1.371 3.475 -1.968
H 1.469 4.477 1.069
H -0.160 6.014 2.086
H 3.587 4.260 -0.465
H 5.545 4.781 0.934
H 6.283 3.247 2.723
H 5.925 1.105 3.957
H 4.586 -0.973 4.268
H 2.606 -1.353 2.806
Cl 2.854 -2.733 -0.153
C 2.113 -3.917 0.933
Cl 3.296 -4.638 2.072
H 1.687 -4.711 0.334
H 1.343 -3.430 1.519
Br 5.723 0.096 -0.820
C 4.751 -0.404 -2.379
C 5.434 -0.508 -3.586
C 4.700 -0.862 -4.702
C 3.338 -1.101 -4.575
C 2.769 -0.971 -3.322
N 3.468 -0.621 -2.235
H 6.496 -0.313 -3.635
H 5.186 -0.953 -5.666
H 2.727 -1.384 -5.420
H 1.711 -1.163 -3.173
*
```

***

Arrangement ii

Here is a molecular structure, C39H30BrCl2CsF10N6O2S from OMol25. Energies are from ωB97M-V/def2-TZVPD.

```
! wB97M-V def2-TZVPD RIJCOSX def2/J DEFGRID3
* xyz -2 1
Cs 0.735 -0.041 -1.110
C 2.258 -1.702 3.905
N 2.506 -0.530 3.097
C 3.668 -0.694 2.225
C 4.144 0.620 1.591
N 3.745 0.766 0.194
C 4.158 1.861 -0.418
C 4.886 2.995 0.079
F 5.260 3.088 1.387
C 5.249 4.078 -0.698
F 5.928 5.094 -0.125
C 4.934 4.162 -2.040
F 5.291 5.238 -2.787
C 4.235 3.094 -2.588
F 3.915 3.119 -3.899
C 3.882 2.015 -1.820
F 3.234 0.999 -2.443
C 1.330 -0.116 2.338
C 0.582 1.099 2.876
N -0.267 1.560 1.792
C -1.069 2.584 1.993
C -1.392 3.310 3.185
F -0.807 2.992 4.375
C -2.306 4.346 3.231
F -2.555 4.951 4.413
C -2.980 4.776 2.105
F -3.884 5.789 2.158
C -2.689 4.132 0.907
F -3.308 4.542 -0.219
C -1.782 3.108 0.858
F -1.536 2.550 -0.347
H 3.128 -1.918 4.531
H 2.031 -2.602 3.306
H 1.406 -1.516 4.562
H 3.473 -1.414 1.412
H 4.471 -1.113 2.841
H 5.238 0.659 1.686
H 3.751 1.425 2.225
H 0.619 -0.947 2.203
H 1.655 0.153 1.336
H 1.330 1.847 3.175
H 0.028 0.827 3.786
C -5.905 0.894 2.706
C -5.080 0.307 1.592
C -3.690 0.376 1.637
C -2.908 -0.108 0.602
C -3.528 -0.682 -0.505
C -4.908 -0.778 -0.558
C -5.678 -0.281 0.485
S -2.537 -1.287 -1.861
O -3.450 -1.984 -2.754
O -1.862 -0.123 -2.416
N -1.403 -2.154 -1.208
C -1.612 -3.338 -0.580
C -2.802 -4.051 -0.482
C -2.862 -5.281 0.196
C -1.764 -5.846 0.784
C -0.525 -5.161 0.718
C 0.658 -5.671 1.298
C 1.818 -4.961 1.204
C 1.793 -3.722 0.529
N 0.719 -3.215 -0.016
C -0.441 -3.914 0.057
H -5.484 0.644 3.681
H -6.933 0.533 2.669
H -5.923 1.984 2.634
H -3.197 0.836 2.487
H -1.831 -0.004 0.680
H -5.365 -1.240 -1.424
H -6.760 -0.350 0.435
H -3.692 -3.666 -0.960
H -3.818 -5.794 0.241
H -1.817 -6.798 1.299
H 0.622 -6.626 1.811
H 2.746 -5.314 1.636
H 2.705 -3.142 0.443
Cl 3.446 -2.013 -2.163
C 3.267 -3.105 -3.530
Cl 2.189 -4.474 -3.175
H 4.240 -3.505 -3.789
H 2.828 -2.554 -4.353
Br 0.142 -1.375 -5.165
C -0.064 0.519 -5.024
C -0.919 1.168 -5.901
C -1.054 2.533 -5.747
C -0.348 3.180 -4.745
C 0.475 2.425 -3.927
N 0.614 1.107 -4.072
H -1.464 0.615 -6.652
H -1.719 3.089 -6.397
H -0.446 4.245 -4.586
H 1.031 2.876 -3.112
*
```

***

Relative stability in eV, measured from the most stable structure: arrangement i 0.589; arrangement ii 0.000

***

Arrangement i

Here is 2 unconnected molecules or ions with the total composition C3H4FNS from OMol25. Energies are from ωB97M-V/def2-TZVPD.

Results
SMILES string: N=C=CF.C=S

```
! wB97M-V def2-TZVPD RIJCOSX def2/J DEFGRID3
* xyz 0 1
N -2.078 -0.251 2.475
C -1.907 -0.826 1.405
C -1.951 -1.699 0.428
F -1.154 -2.811 0.403
H -1.592 0.599 2.676
H -2.640 -1.924 -0.372
C 1.850 -0.018 -1.249
S 0.319 -0.655 -1.417
H 2.739 -0.673 -1.103
H 2.155 1.096 -1.110
*
```

***

Arrangement ii

Here is C3H4FNS in the gas phase from OMol25. Energies are from ωB97M-V/def2-TZVPD.

Results
SMILES string: F/C=C\NC=S

```
! wB97M-V def2-TZVPD RIJCOSX def2/J DEFGRID3
* xyz 0 1
F -2.483 0.406 0.706
C -1.611 0.909 -0.157
C -0.345 0.572 -0.195
N 0.298 -0.597 0.304
C 1.590 -1.017 0.058
S 2.567 -0.257 -1.017
H -1.936 1.982 -0.381
H 0.321 1.034 -0.883
H -0.278 -1.244 0.847
H 1.877 -1.787 0.719
*
```

***

Relative stability in eV, measured from the most stable structure: arrangement i 2.366; arrangement ii 0.000

***

Arrangement i

Here is a gas-phase ion, H2N2O4P (charge -1) from OMol25. Energies are from ωB97M-V/def2-TZVPD.

Results
SMILES string: N[P@](=O)([O-])[N+](=O)[O-]

```
! wB97M-V def2-TZVPD RIJCOSX def2/J DEFGRID3
* xyz -1 1
N 0.302 0.056 -1.271
P -0.522 -0.528 0.072
O -0.315 -1.978 0.209
O -1.917 0.127 0.370
N 0.641 0.374 1.211
O 1.135 1.444 0.848
O 0.538 0.078 2.382
H 0.190 -0.485 -2.111
H -0.052 0.912 -1.710
*
```

***

Arrangement ii

Here is 2 unconnected molecules or ions with the total composition H2N2O4P from OMol25. Energies are from ωB97M-V/def2-TZVPD.

```
! wB97M-V def2-TZVPD RIJCOSX def2/J DEFGRID3
* xyz -1 1
N -0.586 1.303 -0.232
N 1.249 -0.507 -0.488
O -1.375 -1.009 -1.054
O 1.992 0.396 -0.139
O 1.613 -1.582 -0.924
O -0.891 -1.621 2.618
P -0.506 -0.393 -0.050
H -1.537 1.627 -0.127
H 0.041 1.784 0.396
*
```

***

Relative stability in eV, measured from the most stable structure: arrangement i 0.000; arrangement ii 6.130